A molecular structure, C23H19CaClNO4 in a non-equilibrium geometry. Source: the OMol25 dataset; level of theory: ωB97M-V/def2-TZVPD.

Its LUMO energy is 2.695 eV. The calculation puts the energy above the lowest of the compared OMol25 structures with the same formula, charge and spin at 32.05 kcal/mol. Its HOMO energy is -5.3 eV. The calculation puts the HOMO-LUMO gap at 7.976 eV. For the max |F|, the calculation gives 0.0315 hartree/bohr.

```
! wB97M-V def2-TZVPD RIJCOSX def2/J DEFGRID3
* xyz -1 1
Ca 1.615 0.307 -0.010
O 1.764 4.528 -0.001
C 1.159 3.458 -0.004
O 1.638 2.304 -0.025
C -0.384 3.541 0.017
C -0.998 4.815 -0.014
C -2.359 4.900 -0.015
C -3.119 3.710 0.014
C -4.526 3.688 0.008
C -5.200 2.499 0.028
C -4.500 1.283 0.054
C -3.133 1.265 0.071
C -2.409 2.478 0.051
N -1.063 2.426 0.056
H -0.357 5.683 -0.040
H -2.864 5.859 -0.039
H -5.066 4.627 -0.019
H -6.281 2.491 0.021
H -5.058 0.356 0.060
H -2.555 0.351 0.090
Cl 8.775 -2.469 -0.014
C 7.246 -1.638 -0.015
C 7.246 -0.235 -0.009
C 6.065 0.440 -0.016
C 4.794 -0.232 -0.025
O 3.727 0.412 -0.066
C 4.843 -1.674 0.005
C 3.626 -2.411 0.082
O 2.496 -1.960 0.213
C 6.078 -2.345 -0.009
H 8.188 0.296 0.000
H 6.038 1.519 -0.014
H 3.755 -3.518 0.036
H 6.084 -3.427 -0.001
C -1.603 -4.176 -0.049
C -2.200 -2.763 -0.032
C -3.092 -2.549 -1.263
C -3.032 -2.562 1.243
C -1.103 -1.780 -0.064
C -0.252 -0.924 -0.118
H -2.386 -4.935 -0.042
H -0.970 -4.327 0.823
H -0.999 -4.316 -0.944
H -3.990 -3.169 -1.227
H -2.540 -2.798 -2.166
H -3.396 -1.507 -1.328
H -3.936 -3.175 1.237
H -3.326 -1.519 1.341
H -2.443 -2.830 2.117
*
```

---

A molecular structure, C28H41BrN2P2STi in a non-equilibrium geometry. Source: the OMol25 dataset; level of theory: ωB97M-V/def2-TZVPD.

Its LUMO energy is -15.074 eV. Its HOMO energy is -19.4 eV. The calculation puts the HOMO-LUMO gap at 4.334 eV. For the max |F|, the calculation gives 0.1163 hartree/bohr.

```
! wB97M-V def2-TZVPD RIJCOSX def2/J DEFGRID3
* xyz 4 1
C -2.479 -3.788 2.241
C -1.309 -3.551 1.498
C -0.917 -4.535 0.557
C -1.572 -5.766 0.588
N -2.622 -5.999 1.372
C -3.052 -5.057 2.202
C -0.564 -2.400 1.813
C 0.039 -1.333 2.048
C 1.186 -0.628 2.508
C 1.440 0.732 2.094
C 2.709 0.960 1.396
C 3.709 0.024 1.631
C 3.581 -0.882 2.677
C 2.295 -1.225 3.135
Ti 1.085 0.844 0.146
P -1.248 -0.201 -0.928
H -0.106 -4.353 -0.145
H -2.878 -2.997 2.869
H -1.249 -6.576 -0.062
H -3.899 -5.289 2.843
H 2.133 -1.969 3.914
H 0.971 1.609 2.561
H 4.470 -1.355 3.087
H 2.877 1.849 0.763
C -1.916 0.876 -2.274
C -2.952 0.276 -3.222
H -1.055 1.246 -2.853
H -2.341 1.755 -1.769
H -3.213 1.031 -3.973
H -2.581 -0.597 -3.774
H -3.894 0.020 -2.721
C -1.141 -1.853 -1.764
C -2.399 -2.716 -1.848
H -0.347 -2.396 -1.226
H -0.763 -1.674 -2.782
H -2.153 -3.628 -2.410
H -2.730 -3.052 -0.857
H -3.228 -2.238 -2.387
C -2.650 -0.334 0.270
C -4.094 -0.345 -0.249
H -2.520 0.513 0.964
H -2.435 -1.232 0.864
H -4.775 -0.414 0.610
H -4.351 0.587 -0.770
H -4.328 -1.210 -0.886
Br 5.369 0.205 0.595
P 2.188 0.117 -2.015
C 1.398 -0.408 -3.546
C 2.119 0.052 -4.802
H 0.372 -0.011 -3.527
H 1.318 -1.504 -3.529
H 1.547 -0.258 -5.683
H 2.219 1.140 -4.848
H 3.118 -0.387 -4.897
C 2.972 1.732 -2.285
C 4.450 1.634 -2.641
H 2.848 2.372 -1.394
H 2.423 2.244 -3.088
H 4.895 2.636 -2.669
H 5.012 1.067 -1.893
H 4.616 1.185 -3.627
C 3.333 -1.170 -1.464
C 4.122 -1.807 -2.599
H 2.776 -1.925 -0.882
H 4.048 -0.744 -0.727
H 4.799 -2.573 -2.193
H 3.435 -2.296 -3.298
H 4.737 -1.076 -3.146
S -0.703 4.179 2.260
C -0.380 4.485 0.574
C -0.351 3.316 -0.149
N -0.395 2.186 0.699
C -0.916 2.505 1.937
H -0.209 5.490 0.196
H -0.268 3.179 -1.235
H -1.115 1.790 2.748
*
```

---

C3H5N5 in the gas phase in a non-equilibrium geometry. Source: the OMol25 dataset; level of theory: ωB97M-V/def2-TZVPD.

Its LUMO energy is 0.650 eV. The calculation puts the energy above the lowest of the compared OMol25 structures with the same formula, charge and spin at 99.63 kcal/mol. The structure (SMILES) is N/N=C\n1cnnc1. Its HOMO energy is -9.4 eV. The calculation puts the HOMO-LUMO gap at 10.051 eV. For the max |F|, the calculation gives 0.1627 hartree/bohr.

```
! wB97M-V def2-TZVPD RIJCOSX def2/J DEFGRID3
* xyz 0 1
N 0.737 1.725 -1.241
N -0.494 1.300 -1.364
C -0.966 0.323 -0.688
N -0.458 -0.458 0.415
C 0.532 -0.055 1.359
N 1.209 -1.225 1.774
N 0.461 -2.321 1.273
C -0.431 -1.808 0.580
H 0.999 2.408 -1.877
H 1.274 0.991 -0.912
H -2.061 0.423 -0.954
H 0.659 0.987 1.508
H -1.461 -2.290 0.128
*
```

---

A molecular structure, C23H32N6O2 in a non-equilibrium geometry. Source: the OMol25 dataset; level of theory: ωB97M-V/def2-TZVPD.

Its LUMO energy is 0.434 eV. The calculation puts the energy above the lowest of the compared OMol25 structures with the same formula, charge and spin at 541.38 kcal/mol. Its HOMO energy is -6.7 eV. The calculation puts the HOMO-LUMO gap at 7.138 eV. For the max |F|, the calculation gives 0.3266 hartree/bohr.

```
! wB97M-V def2-TZVPD RIJCOSX def2/J DEFGRID3
* xyz 0 1
C -4.400 -1.486 3.496
C -3.780 -0.691 2.254
C -3.061 0.581 2.452
C -2.667 1.196 1.396
C -2.892 0.631 -0.038
C -3.687 -0.447 -0.060
C -4.223 -1.221 1.114
H -4.706 -1.982 0.630
H -3.850 -0.669 -1.221
C -2.345 1.568 -1.059
N -1.111 2.319 -0.789
C -0.166 1.381 -0.511
N -0.269 -0.201 -0.604
C 0.752 -0.702 -0.068
N 1.909 -0.349 0.167
C 1.967 0.964 0.453
N 1.104 1.696 0.051
N 3.166 1.455 0.850
C 3.591 3.027 0.616
H 2.517 3.483 0.607
C 4.452 3.184 -0.527
C 5.640 2.452 -0.052
C 5.386 0.992 -0.050
H 6.214 0.327 0.279
C 4.353 0.846 0.760
H 4.100 -0.336 1.030
H 4.803 0.767 1.968
H 5.002 0.702 -1.084
H 6.387 2.477 -0.912
H 6.275 2.636 0.792
H 4.754 4.363 -0.512
H 4.018 2.892 -1.519
H 3.930 3.292 1.661
N 0.507 -2.248 -0.109
C 1.576 -3.117 0.127
H 2.506 -2.289 0.539
C 1.978 -3.761 -1.357
C 0.702 -4.422 -1.484
C -0.427 -3.367 -1.914
H -1.437 -3.764 -2.191
C -0.603 -2.782 -0.441
H -1.554 -1.833 -0.479
H -1.153 -3.474 0.163
H -0.152 -2.808 -2.641
H 0.829 -4.858 -2.777
H 0.525 -5.284 -1.071
H 2.820 -4.612 -0.964
H 2.457 -3.180 -1.863
H 1.321 -3.694 0.771
H -1.063 3.152 -0.497
H -2.312 1.008 -1.978
C -3.300 2.835 -1.406
C -4.508 2.321 -1.787
O -4.901 1.494 -2.538
O -5.489 2.560 -0.664
H -6.433 2.348 -0.783
H -3.425 3.387 -0.557
H -3.021 3.351 -2.159
H -2.135 2.230 1.641
H -2.907 0.815 3.784
H -4.798 -0.908 4.095
H -5.173 -2.189 3.179
H -3.591 -2.055 3.793
*
```

---

2 unconnected molecules or ions with the total composition C29H31BF2O2S2 in a non-equilibrium geometry. Source: the OMol25 dataset; level of theory: ωB97M-V/def2-TZVPD.

Its LUMO energy is 0.101 eV. The calculation puts the energy above the lowest of the compared OMol25 structures with the same formula, charge and spin at 4.01 kcal/mol. The structure (SMILES) is CC1(C)OB(C(c2cccc(F)c2)c2cccc(F)c2)OC1(C)C.Cc1ccc(-c2ccc(C)s2)s1. Its HOMO energy is -7.4 eV. The calculation puts the HOMO-LUMO gap at 7.459 eV. For the max |F|, the calculation gives 0.0681 hartree/bohr.

```
! wB97M-V def2-TZVPD RIJCOSX def2/J DEFGRID3
* xyz 0 1
C 2.084 -2.837 -2.055
C 2.070 -1.822 -0.918
C 3.153 -0.771 -1.130
O 0.838 -1.101 -1.046
B 0.033 -1.429 0.034
C -1.200 -0.390 0.043
C -1.806 -1.070 -1.191
C -1.939 -0.482 -2.455
C -2.274 -1.257 -3.576
C -2.452 -2.644 -3.469
C -2.421 -3.190 -2.195
F -2.583 -4.551 -2.066
C -2.132 -2.443 -1.064
C -2.143 -0.525 1.222
C -3.327 0.222 1.248
C -4.350 -0.038 2.169
C -4.184 -1.053 3.123
C -3.006 -1.785 3.098
F -2.858 -2.851 3.953
C -1.958 -1.502 2.216
O 0.588 -2.222 0.968
C 1.971 -2.476 0.553
C 2.074 -3.998 0.627
C 2.869 -1.765 1.560
H 2.980 -3.472 -2.032
H 1.188 -3.474 -2.049
H 2.089 -2.304 -3.014
H 4.157 -1.182 -0.990
H 3.088 -0.376 -2.150
H 3.020 0.091 -0.464
H -0.905 0.648 -0.132
H -1.741 0.592 -2.559
H -2.360 -0.795 -4.554
H -2.591 -3.299 -4.335
H -2.118 -2.933 -0.086
H -3.449 1.015 0.501
H -5.274 0.531 2.135
H -4.945 -1.266 3.871
H -1.048 -2.084 2.288
H 3.064 -4.387 0.340
H 1.873 -4.321 1.656
H 1.302 -4.461 -0.005
H 3.917 -1.989 1.330
H 2.731 -0.673 1.504
H 2.633 -2.100 2.579
C 5.059 3.788 -0.720
C 3.757 3.508 -0.067
C 3.549 3.067 1.237
C 2.179 2.918 1.576
C 1.336 3.237 0.513
C -0.058 3.168 0.497
C -0.925 3.009 1.576
C -2.237 3.431 1.255
C -2.373 3.779 -0.086
C -3.542 4.349 -0.776
S -0.917 3.586 -0.969
S 2.272 3.687 -0.915
H 5.835 3.880 0.038
H 5.332 2.984 -1.408
H 4.998 4.722 -1.281
H 4.375 2.871 1.919
H 1.781 2.617 2.542
H -0.548 2.645 2.532
H -3.053 3.487 1.963
H -4.327 4.631 -0.076
H -3.222 5.239 -1.333
H -3.931 3.616 -1.498
*
```

---

A gas-phase ion, C2HO3S (charge -1) in a non-equilibrium geometry. Source: the OMol25 dataset; level of theory: ωB97M-V/def2-TZVPD.

Its LUMO energy is 3.698 eV. The calculation puts the energy above the lowest of the compared OMol25 structures with the same formula, charge and spin at 57.12 kcal/mol. Its HOMO energy is -5.1 eV. The calculation puts the HOMO-LUMO gap at 8.840 eV. For the max |F|, the calculation gives 0.0430 hartree/bohr.

```
! wB97M-V def2-TZVPD RIJCOSX def2/J DEFGRID3
* xyz -1 1
C -0.037 0.454 -1.204
C -1.186 1.257 2.221
O -0.494 2.213 1.984
O -1.629 0.665 3.172
O -1.785 0.560 0.973
S -1.457 0.949 -0.621
H 0.570 0.360 -0.334
*
```

---

C5H6ClN3O2 in the gas phase in a non-equilibrium geometry. Source: the OMol25 dataset; level of theory: ωB97M-V/def2-TZVPD.

Its LUMO energy (alpha / beta) is 0.669 / -2.884 eV. The calculation puts the energy above the lowest of the compared OMol25 structures with the same formula, charge and spin at 17.54 kcal/mol. Its HOMO energy (alpha / beta) is -5.5 / -8.4 eV. The calculation puts the HOMO-LUMO gap (alpha / beta) at 6.194 / 5.481 eV. For the max |F|, the calculation gives 0.0814 hartree/bohr.

```
! wB97M-V def2-TZVPD RIJCOSX def2/J DEFGRID3
* xyz 0 3
C 0.218 0.614 1.646
C 0.852 1.458 0.650
C -0.541 -0.480 1.483
C 0.968 1.215 -0.626
C -1.500 -0.404 -0.804
N -1.039 -1.025 0.313
N -1.544 -0.989 -1.901
N 1.022 1.010 -1.863
O 2.114 0.195 -2.285
O 0.278 1.411 -2.760
Cl -2.101 1.242 -0.489
H 0.447 0.886 2.667
H 1.341 2.345 1.045
H -0.792 -1.063 2.360
H -1.053 -2.035 0.247
H 2.007 0.089 -3.245
H -1.927 -0.487 -2.690
*
```

---

2 unconnected molecules or ions with the total composition C5H11N3 in a non-equilibrium geometry. Source: the OMol25 dataset; level of theory: ωB97M-V/def2-TZVPD.

Its LUMO energy is 0.798 eV. The calculation puts the energy above the lowest of the compared OMol25 structures with the same formula, charge and spin at 115.86 kcal/mol. Its HOMO energy is -8.3 eV. The calculation puts the HOMO-LUMO gap at 9.130 eV. For the max |F|, the calculation gives 0.1294 hartree/bohr.

```
! wB97M-V def2-TZVPD RIJCOSX def2/J DEFGRID3
* xyz 0 1
C 3.415 -0.026 -0.540
C -1.647 0.235 -1.209
C -2.161 0.162 1.255
C 0.017 0.658 0.537
C -1.135 -0.133 0.147
N 2.596 -0.907 -0.568
N 1.786 2.283 0.245
N 0.796 1.532 0.273
H 3.825 0.486 0.347
H -2.473 -0.288 -1.469
H -0.945 -0.028 -2.023
H -2.000 1.251 -1.301
H -3.071 -0.519 1.327
H -1.747 -0.145 2.303
H -2.323 1.236 1.221
H 4.046 0.192 -1.424
H -0.896 -1.121 0.102
H 2.041 -0.829 0.387
H 1.564 3.266 0.265
*
```

---

> max |F| of number 2 (C28H41BrN2P2STi)?

0.1163 hartree/bohr